# 1
DFT (the ωB97M-V functional and the def2-TZVPD basis) results for one molecule with the formula C5H6N2O in a non-equilibrium geometry.

```
14
Properties=species:S:1:pos:R:3:forces:R:3:mulliken_charge:R:1
C 2.412 -0.093 0.050 1.1400 1.4901 -0.4432 0.15
C 1.228 -0.899 -0.078 0.6634 0.4670 0.2665 -0.52
C -0.016 -0.363 -0.020 -0.9645 0.4493 -0.3447 0.47
C -1.830 1.054 -0.139 -1.3055 2.0005 2.2865 -0.48
C -2.312 -0.341 0.185 0.0234 -0.0367 0.4800 -0.26
H 1.449 -1.944 -0.231 -0.5948 -0.0909 0.1048 0.37
H 0.229 1.726 -0.360 -1.6195 -2.1297 1.3092 0.32
H -2.125 1.490 -1.068 0.0300 -0.3168 -1.2025 0.32
H -2.287 1.779 0.600 0.4489 -0.7130 -0.5358 0.25
H -3.151 -0.655 -0.488 0.7182 0.0058 0.9662 0.26
H -2.495 -0.465 1.308 -0.2619 0.1800 -1.6282 0.25
N 3.373 0.582 0.062 -2.0188 -1.4524 0.1589 -0.47
N -0.417 0.969 0.093 2.7689 1.1018 -1.1983 -0.27
O -1.150 -1.117 -0.103 0.9721 -0.9551 -0.2195 -0.37
```
Positions in Å, forces in eV/Å.

Values from the calculation:
- SMILES = N#C/C=C1\NCCO1
- LUMO energy (eV) = 0.5776
- HOMO level (eV) = -8.612
- E (eV) = -10308.6193
- ΔE to the lowest compared entry with this formula, charge and spin (kcal per mole) = 22.70

---

# 2
DFT (the ωB97M-V functional and the def2-TZVPD basis) results for one molecule with the formula C5H6N2O in a non-equilibrium geometry.

```
14
Properties=species:S:1:pos:R:3:forces:R:3:mulliken_charge:R:1
C 0.386 -0.351 0.858 1.6201 -3.1227 0.5045 0.45
C -1.723 0.130 1.259 3.2166 1.1738 0.6227 -0.25
C -0.189 0.154 -0.311 0.5918 1.6809 -0.2078 0.43
C 0.606 -0.495 -1.517 -1.5986 0.6025 0.3525 -0.67
C 0.978 0.815 -1.058 0.6935 5.6866 -0.5668 -0.29
H -0.477 -1.274 2.585 0.4765 4.2417 -2.4030 0.36
H -2.655 0.366 1.676 -0.9393 -0.2866 1.5131 0.42
H -0.011 -0.101 -2.247 -1.0587 -1.4103 -2.6867 0.29
H 1.213 -1.357 -1.671 -0.2299 -0.7414 0.7197 0.33
H 1.893 1.311 -0.391 -2.4243 -1.9086 -2.0868 0.23
H 0.561 1.480 -1.992 1.5519 -0.3423 3.0876 0.23
N -0.421 -0.239 1.948 -3.9192 -3.8985 2.4862 -0.38
N -1.526 0.604 0.112 0.0307 -1.0315 -3.2212 -0.55
O 1.366 -1.043 0.749 1.9889 -0.6435 1.8860 -0.61
```
Positions in Å, forces in eV/Å.

Values from the calculation:
- SMILES = O=C1NC=NC12CC2
- LUMO energy (eV) = 0.5536
- HOMO level (eV) = -9.492
- E (eV) = -10305.2429
- ΔE to the lowest compared entry with this formula, charge and spin (kcal per mole) = 100.56

---

# 3
DFT (the ωB97M-V functional and the def2-TZVPD basis) results for one molecule with the formula C5H6N2O in a non-equilibrium geometry.

```
14
Properties=species:S:1:pos:R:3:forces:R:3:mulliken_charge:R:1
C 0.615 -0.467 -0.773 -2.5964 0.1736 1.0048 0.47
C -0.391 -0.739 -1.676 0.5004 1.6819 0.4483 -0.71
C -1.562 -0.036 -1.190 -0.5147 -0.1428 1.1056 -0.53
C -1.347 0.432 0.104 0.8984 -0.4606 -2.3992 -0.31
C 0.686 0.462 1.489 -1.4904 -0.1041 0.0825 0.03
H 2.406 -1.154 -1.299 -0.9053 0.3468 0.2667 0.35
H -0.292 -1.116 -2.670 0.1059 -0.3576 -0.2255 0.37
H -2.468 0.075 -1.768 -0.0687 -0.1755 0.1891 0.39
H -1.824 0.940 0.913 -0.7401 0.2101 -0.2109 0.43
H 1.564 -0.126 1.396 1.4187 0.0790 1.0010 0.40
H 0.620 1.214 3.304 -0.0617 -0.2489 -1.1006 0.24
N -0.012 0.212 0.315 1.7253 -0.7887 -0.7025 0.00
N 0.122 1.134 2.397 0.5209 0.1708 0.9245 -0.61
O 1.883 -0.830 -0.542 1.2076 -0.3841 -0.3837 -0.53
```
Positions in Å, forces in eV/Å.

Values from the calculation:
- SMILES = [H]/N=C/n1cccc1O
- LUMO energy (eV) = 0.5138
- HOMO level (eV) = -7.949
- E (eV) = -10308.5731
- ΔE to the lowest compared entry with this formula, charge and spin (kcal per mole) = 23.76